(1)
# C44H64GeN5OP3ReS

C44H64GeN5OP3ReS as an isolated structure in a non-equilibrium geometry (wB97M-V/def2-TZVPD, the OMol25 dataset).

Computed properties:
HOMO (alpha / beta) = -11.63 / -11.34 eV
⟨S²⟩ = 0.772
Multiplicity = 2
Total charge = +2
Total energy = -153496.80952 eV

```
120
C44H64GeN5OP3ReS, DFT wB97M-V/def2-TZVPD
Re -0.75424 -1.14536 -0.87910
C -1.50756 -4.49747 0.29679
C -1.28913 -3.72638 1.60695
C -2.60214 -3.51714 2.35898
P -0.35513 -2.16031 1.19547
C -0.54210 -0.91586 2.58929
N -1.47885 0.17388 2.24105
Ge 0.21710 0.84631 0.21650
N -2.76679 -0.36085 2.40713
C -3.66226 0.03285 1.31414
P -3.10260 -0.60330 -0.37945
C -3.77521 0.68099 -1.54355
C -2.92249 1.94864 -1.60907
C -5.25201 1.05757 -1.32474
C -4.17069 -2.09846 -0.68488
C -4.13176 -2.44244 -2.17919
C -5.60739 -2.08695 -0.15467
C -3.18977 -0.48864 3.75878
C -4.41965 -1.11781 3.98058
C -4.92144 -1.36573 5.24159
C -4.20878 -0.97750 6.36942
C -2.98703 -0.36629 6.19621
C -2.43663 -0.15025 4.92947
N -1.13593 0.53490 4.87546
C -1.24855 1.74064 4.10719
C -1.26797 2.99376 4.69036
C -1.56141 4.08624 3.88870
C -1.85049 3.89383 2.54187
C -1.79908 2.62063 1.98629
C -1.47190 1.52924 2.77585
C -0.00201 0.16724 5.41928
C 0.06307 -0.86553 6.40061
C 1.21085 -1.06703 7.08748
C 2.41712 -0.28384 6.86745
C 2.48209 0.58168 5.85645
C 1.32714 0.77669 4.97880
N 1.36460 1.26936 3.81684
C 2.49887 1.83113 3.13708
P 2.74247 1.13123 1.37271
C 3.17312 2.64206 0.36052
C 2.39747 3.90850 0.73971
C 2.97832 2.31733 -1.12870
C 4.46036 0.43903 1.61443
C 4.48560 -0.73899 2.58799
C 5.11430 0.06618 0.28502
C 1.36293 -2.69699 1.60216
C 1.82103 -3.90195 0.78131
C 1.53384 -2.97968 3.10758
H -2.19503 -5.33269 0.46390
H -0.57736 -4.90449 -0.09735
H -1.93534 -3.85920 -0.47728
H -0.63515 -4.32636 2.24316
H -3.27541 -2.84862 1.82128
H -2.43732 -3.09878 3.35555
H -3.10740 -4.47890 2.48561
H 0.43825 -0.49655 2.73107
H -0.84835 -1.45089 3.49163
H -3.74827 1.12028 1.24744
H -4.65531 -0.34875 1.51515
H -3.67681 0.17358 -2.50375
H -3.21532 2.66172 -0.82964
H -3.08358 2.44572 -2.56889
H -1.86089 1.73574 -1.52913
H -5.50156 1.17827 -0.26719
H -5.92875 0.31963 -1.75162
H -5.46505 2.00892 -1.81605
H -3.64730 -2.89000 -0.15319
H -4.80284 -1.79469 -2.74993
H -4.46495 -3.47182 -2.32634
H -3.12794 -2.34823 -2.59871
H -6.20918 -1.28500 -0.57670
H -5.65307 -2.01429 0.93510
H -6.08551 -3.03187 -0.42586
H -4.99714 -1.44854 3.12716
H -5.87800 -1.86401 5.34146
H -4.60323 -1.13346 7.36516
H -2.44703 -0.00060 7.06190
H -1.07622 3.10440 5.75372
H -1.58932 5.07982 4.31916
H -2.12318 4.73936 1.92078
H -2.00934 2.48534 0.93566
H -0.81249 -1.45626 6.62559
H 1.21663 -1.82966 7.85886
H 3.27760 -0.43614 7.50819
H 3.40280 1.11297 5.65668
H 3.45241 1.75514 3.66081
H 2.25854 2.88918 2.99849
H 4.23592 2.82177 0.53827
H 1.32378 3.72293 0.79102
H 2.57021 4.67432 -0.01909
H 2.72772 4.32799 1.69325
H 1.91780 2.29475 -1.38514
H 3.41612 1.36336 -1.41787
H 3.43266 3.10043 -1.73804
H 5.00895 1.27526 2.06176
H 4.25223 -1.66913 2.07211
H 3.78358 -0.62323 3.41959
H 5.48671 -0.84308 3.01534
H 4.49285 -0.63885 -0.27731
H 6.07343 -0.41960 0.48290
H 5.31255 0.93594 -0.34105
H 1.95991 -1.82943 1.32266
H 1.35728 -4.82380 1.14769
H 2.90457 -4.02615 0.87874
H 1.59145 -3.79055 -0.27738
H 0.71482 -3.59142 3.50013
H 1.57655 -2.06058 3.70282
H 2.45843 -3.53338 3.28739
O -1.18264 -0.77398 -2.88961
N -0.20429 -0.89668 -3.81767
C -0.56934 -0.73609 -5.11119
C 0.34209 -0.88800 -6.11497
C 1.66484 -1.20065 -5.78766
C 2.01918 -1.32480 -4.46590
C 1.06484 -1.17128 -3.45392
S 1.41987 -1.37881 -1.76412
H -1.61091 -0.49783 -5.26338
H 0.02615 -0.76616 -7.14156
H 2.40048 -1.35066 -6.56870
H 3.03161 -1.56903 -4.17251
```

These are the Mulliken partial charges, in e, on atoms 1 to 99: number 1, Re, carries 0.50; number 2, C, carries -1.59; number 3, C, carries 0.59; number 4, C, carries -1.54; number 5, P, carries 0.37; number 6, C, carries -1.14; number 7, N, carries 1.05; number 8, Ge, carries 0.95; number 9, N, carries 0.33; number 10, C, carries -2.45; number 11, P, carries 0.48; number 12, C, carries 0.76; number 13, C, carries -1.55; number 14, C, carries -1.55; number 15, C, carries 1.17; number 16, C, carries -1.71; number 17, C, carries -1.53; number 18, C, carries 0.19; number 19, C, carries -0.30; number 20, C, carries -0.99; number 21, C, carries -1.05; number 22, C, carries -0.71; number 23, C, carries -0.01; number 24, N, carries 0.67; number 25, C, carries -0.21; number 26, C, carries -0.66; number 27, C, carries -1.18; number 28, C, carries -1.39; number 29, C, carries 0.14; number 30, C, carries 0.04; number 31, C, carries 1.94; number 32, C, carries -1.04; number 33, C, carries -0.94; number 34, C, carries -0.79; number 35, C, carries -0.92; number 36, C, carries 0.83; number 37, N, carries 0.50; number 38, C, carries -2.01; number 39, P, carries 1.17; number 40, C, carries 0.36; number 41, C, carries -1.64; number 42, C, carries -1.40; number 43, C, carries -0.05; number 44, C, carries -1.22; number 45, C, carries -1.61; number 46, C, carries 2.04; number 47, C, carries -1.91; number 48, C, carries -1.14; number 49, H, carries 0.45; number 50, H, carries 0.27; number 51, H, carries 0.28; number 52, H, carries 0.88; number 53, H, carries 0.13; number 54, H, carries 0.29; number 55, H, carries 0.61; number 56, H, carries -0.54; number 57, H, carries 0.97; number 58, H, carries 0.72; number 59, H, carries 1.07; number 60, H, carries 0.43; number 61, H, carries 0.47; number 62, H, carries 0.61; number 63, H, carries 0.03; number 64, H, carries 0.23; number 65, H, carries 0.36; number 66, H, carries 0.49; number 67, H, carries -0.28; number 68, H, carries 0.40; number 69, H, carries 0.44; number 70, H, carries 0.35; number 71, H, carries 0.20; number 72, H, carries 0.31; number 73, H, carries 0.47; number 74, H, carries 0.50; number 75, H, carries 0.48; number 76, H, carries 0.47; number 77, H, carries 0.63; number 78, H, carries 0.54; number 79, H, carries 0.48; number 80, H, carries 0.56; number 81, H, carries 0.29; number 82, H, carries 0.69; number 83, H, carries 0.49; number 84, H, carries 0.46; number 85, H, carries 0.55; number 86, H, carries 0.29; number 87, H, carries 0.48; number 88, H, carries 0.65; number 89, H, carries 0.17; number 90, H, carries 0.49; number 91, H, carries 0.45; number 92, H, carries 0.28; number 93, H, carries 0.28; number 94, H, carries 0.55; number 95, H, carries 0.67; number 96, H, carries 0.21; number 97, H, carries 0.13; number 98, H, carries 0.51; number 99, H, carries 0.27

=====

(2)
# C44H66F9NO16PS

A 5-piece molecular cluster, C44H66F9NO16PS overall in a non-equilibrium geometry (wB97M-V/def2-TZVPD, the OMol25 dataset).

Computed properties:
HOMO = -11.95 eV
Total charge = +1
Total energy = -125513.97064 eV

```
138
C44H66F9NO16PS, DFT wB97M-V/def2-TZVPD
C -3.08737 -0.51150 -2.27797
C -1.64042 0.22315 -2.21079
C -0.51117 -0.68290 -1.52104
C -0.22058 -2.08238 -2.26122
C 0.27912 -3.22752 -1.25262
C -0.13428 -4.72535 -1.66673
C -1.67478 -4.90921 -2.09954
C -2.37905 -6.24185 -1.54854
C -3.19591 -6.06347 -0.17868
C -4.32439 -4.91539 -0.20113
C -4.55508 -4.42110 1.31257
C -3.83556 -3.03542 1.68130
C -2.25072 -3.02174 1.41423
C -1.38472 -2.77602 2.74500
C -0.75559 -4.14697 3.37745
C 0.87211 -4.02219 3.46857
C 1.16628 -3.11829 4.79803
C 2.32976 -2.02619 4.40465
C 1.63357 -0.59344 4.23441
C 1.75474 0.02094 2.79222
C 2.50356 -0.62364 1.55377
O 1.95863 -1.03521 0.50308
O 3.93697 -0.80962 1.62879
C 1.10010 1.40575 2.58779
C 0.33885 2.06825 3.76933
N 0.19926 1.47594 5.10043
C -0.57821 2.20957 6.10813
F -1.42340 1.38933 6.92394
F 0.40662 2.90207 6.91238
C -1.56356 3.36536 5.62465
F -2.22817 3.77736 6.83972
F -0.89341 4.57679 5.22168
C -2.72082 3.04782 4.59558
F -3.85406 3.83807 5.01114
F -2.49667 3.50890 3.24879
C -3.28838 1.56414 4.47698
F -4.30241 1.61959 3.46046
F -2.37970 0.58445 4.03103
F -4.00897 1.16751 5.64663
C 0.86265 0.17674 5.37937
P 0.84269 -0.64938 7.09370
O 0.87712 0.50240 8.38804
O 2.15295 -1.66791 7.43537
S -0.78452 -1.69496 7.41160
H -3.03916 -1.49639 -1.69372
H -3.31495 -0.68130 -3.38157
H -3.84975 0.22212 -1.84242
H -1.26946 0.59465 -3.22096
H -1.75833 1.16098 -1.54468
H 0.47237 -0.07597 -1.56046
H -0.74060 -0.81080 -0.39264
H -1.14891 -2.34548 -2.87116
H 0.63332 -1.88828 -3.00851
H 1.43882 -3.20576 -1.24048
H -0.03551 -2.99603 -0.17165
H 0.06077 -5.44492 -0.78688
H 0.55387 -5.05496 -2.52156
H -1.67856 -4.98588 -3.25582
H -2.21852 -3.93584 -1.85139
H -3.08705 -6.67817 -2.35360
H -1.54920 -7.02403 -1.34549
H -3.75864 -7.06297 -0.00704
H -2.51941 -5.95242 0.75538
H -5.30821 -5.43564 -0.52349
H -4.14756 -4.07842 -0.95675
H -4.30298 -5.28905 2.01056
H -5.69419 -4.23560 1.42417
H -4.35530 -2.20636 1.06107
H -4.11213 -2.80348 2.78137
H -1.84929 -3.93031 0.85336
H -2.04946 -2.11099 0.72555
H -0.54256 -2.02020 2.48560
H -2.04308 -2.26038 3.53070
H -1.13864 -4.23117 4.45855
H -1.05413 -5.02299 2.71063
H 1.39498 -5.03552 3.49349
H 1.16693 -3.45789 2.49801
H 0.21395 -2.49086 4.93171
H 1.44154 -3.74876 5.70511
H 2.79445 -2.43519 3.44726
H 3.19203 -2.02244 5.17778
H 4.06470 -1.78947 1.73200
H 1.19331 1.90384 1.56024
H -0.08767 3.09296 3.48038
H 1.65098 1.10847 8.28311
H 2.89841 -1.07428 7.69414
C 6.60707 0.48843 2.14434
C 7.76803 -0.46104 1.93497
C 8.79045 -0.41255 3.03346
O 9.98041 -0.80122 2.36108
C 9.82629 -0.43716 1.05507
O 10.70752 -0.42140 0.24901
O 8.53216 -0.08837 0.79385
H 6.15341 0.35300 3.12926
H 6.92428 1.52961 2.03675
H 5.84048 0.31658 1.38727
H 7.39901 -1.48136 1.77899
H 8.56080 -1.10477 3.84570
H 8.93683 0.58983 3.44962
C 3.88310 3.84636 -4.36336
C 2.97946 3.45084 -3.21510
C 3.23387 2.06454 -2.70048
O 1.96135 1.69348 -2.17986
C 1.03059 2.39426 -2.89044
O -0.14874 2.17638 -2.86569
O 1.61962 3.37159 -3.63696
H 4.93531 3.69107 -4.11415
H 3.64307 3.28171 -5.26839
H 3.74043 4.90153 -4.60757
H 3.04319 4.19267 -2.41090
H 3.99397 2.04525 -1.91746
H 3.51087 1.35180 -3.48392
C -6.03404 3.31451 -5.47102
C -6.20452 2.01249 -4.71749
C -4.92668 1.48568 -4.13187
O -5.16173 0.08318 -4.09588
C -6.04690 -0.18750 -5.09945
O -6.30641 -1.28646 -5.49320
O -6.59080 0.96028 -5.59622
H -5.52549 4.06434 -4.86038
H -5.47075 3.16432 -6.39616
H -7.01003 3.71225 -5.76096
H -6.98052 2.11781 -3.95114
H -4.73909 1.87288 -3.12899
H -4.04805 1.67581 -4.75754
C -0.61015 7.16884 -6.86588
C 0.56448 6.24421 -7.10545
C 1.59810 6.29227 -6.01824
O 2.78855 5.93624 -6.71130
C 2.61099 6.32066 -8.00969
O 3.48318 6.36627 -8.82574
O 1.30981 6.65026 -8.24925
H -1.04893 7.00751 -5.87837
H -0.31279 8.21701 -6.95852
H -1.38438 6.99645 -7.61798
H 0.21181 5.22081 -7.27509
H 1.38943 5.58182 -5.21584
H 1.73184 7.28971 -5.58591
```

These are the Mulliken partial charges, in e, on atoms 1 to 99: number 1, C, carries -0.14; number 2, C, carries -0.38; number 3, C, carries 1.42; number 4, C, carries -0.87; number 5, C, carries 0.74; number 6, C, carries -1.11; number 7, C, carries 0.78; number 8, C, carries -1.09; number 9, C, carries -0.25; number 10, C, carries -0.36; number 11, C, carries -0.90; number 12, C, carries -0.60; number 13, C, carries 2.05; number 14, C, carries 0.51; number 15, C, carries -1.00; number 16, C, carries -0.26; number 17, C, carries 0.06; number 18, C, carries -0.63; number 19, C, carries 0.50; number 20, C, carries 0.68; number 21, C, carries -0.60; number 22, O, carries -0.46; number 23, O, carries -0.08; number 24, C, carries -0.77; number 25, C, carries -0.11; number 26, N, carries 0.39; number 27, C, carries 0.74; number 28, F, carries -0.24; number 29, F, carries -0.32; number 30, C, carries 0.12; number 31, F, carries -0.26; number 32, F, carries -0.25; number 33, C, carries 0.84; number 34, F, carries -0.26; number 35, F, carries -0.24; number 36, C, carries 0.50; number 37, F, carries -0.25; number 38, F, carries -0.15; number 39, F, carries -0.23; number 40, C, carries 0.44; number 41, P, carries 0.67; number 42, O, carries -0.51; number 43, O, carries -0.46; number 44, S, carries -0.31; number 45, H, carries -0.48; number 46, H, carries 0.18; number 47, H, carries 0.22; number 48, H, carries 0.24; number 49, H, carries 0.22; number 50, H, carries -0.54; number 51, H, carries -0.44; number 52, H, carries 0.36; number 53, H, carries 0.24; number 54, H, carries 0.32; number 55, H, carries -0.71; number 56, H, carries 0.34; number 57, H, carries 0.35; number 58, H, carries 0.46; number 59, H, carries -0.76; number 60, H, carries 0.31; number 61, H, carries 0.34; number 62, H, carries 0.40; number 63, H, carries -0.05; number 64, H, carries 0.41; number 65, H, carries 0.11; number 66, H, carries 0.33; number 67, H, carries 0.35; number 68, H, carries 0.28; number 69, H, carries 0.27; number 70, H, carries -0.51; number 71, H, carries -1.24; number 72, H, carries -0.54; number 73, H, carries 0.30; number 74, H, carries 0.37; number 75, H, carries 0.26; number 76, H, carries 0.43; number 77, H, carries -0.08; number 78, H, carries -0.34; number 79, H, carries 0.36; number 80, H, carries -0.04; number 81, H, carries 0.27; number 82, H, carries 0.30; number 83, H, carries 0.48; number 84, H, carries 0.40; number 85, H, carries 0.38; number 86, H, carries 0.36; number 87, C, carries -1.27; number 88, C, carries 0.52; number 89, C, carries -0.46; number 90, O, carries -0.32; number 91, C, carries 0.59; number 92, O, carries -0.52; number 93, O, carries -0.34; number 94, H, carries 0.36; number 95, H, carries 0.38; number 96, H, carries 0.17; number 97, H, carries 0.22; number 98, H, carries 0.32; number 99, H, carries 0.31

=====

Which formula does entry 2 have? C44H66F9NO16PS

=====

What is the total charge in the second record? +1

=====

What is the formula in the second record? C44H66F9NO16PS